[1]
{"formula": "C9H15IN3", "method": "ωB97M-V with the def2-TZVPD basis set", "symbols": ["I", "N", "N", "N", "C", "C", "C", "C", "C", "C", "C", "C", "C", "H", "H", "H", "H", "H", "H", "H", "H", "H", "H", "H", "H", "H", "H", "H"], "xyz": [[3.38806, 0.58410, -0.18790], [-2.16981, 0.21638, -2.12283], [1.67030, 0.05665, 2.20168], [-1.33311, -1.92022, -2.60164], [-1.21075, 0.47882, -1.23087], [-0.33036, -0.55324, -1.05484], [0.35359, -0.32762, 2.75746], [2.21476, -2.04649, 0.98462], [-1.69559, 2.92828, -1.42352], [-1.19491, 1.79453, -0.53397], [-0.35253, -1.73706, -1.71781], [1.95598, -0.57974, 0.88715], [-2.19115, -0.93475, -2.74844], [-2.99205, -1.09381, -3.46189], [-0.99890, 3.11067, -2.23879], [0.36147, -2.53647, -1.59365], [1.31300, -2.57796, 1.28705], [-2.66366, 2.67567, -1.84798], [-1.85075, 1.71378, 0.34034], [-0.40433, -0.20063, 1.98603], [1.69064, 1.07449, 2.06052], [-1.79522, 3.83925, -0.84037], [-0.18008, 1.99662, -0.18548], [2.40494, -0.16716, 2.89442], [0.11491, 0.29316, 3.61804], [2.51500, -2.42450, 0.01186], [3.01219, -2.29281, 1.69410], [0.36838, -1.36995, 3.06671]], "atomic_forces_ev_per_a": [[-0.675, -0.457, 0.432], [-0.444, 1.087, 0.201], [0.005, 0.414, -0.164], [0.295, -0.868, -0.244], [-0.030, -0.582, -0.309], [1.026, 0.206, 1.078], [-0.841, -0.306, 0.300], [-0.329, 0.074, -0.239], [0.026, -0.015, 0.095], [-0.161, 0.268, 0.025], [-0.215, 0.043, -0.152], [0.977, 0.272, -0.634], [-0.213, -0.246, -0.270], [-0.008, 0.039, 0.012], [0.008, 0.028, -0.078], [0.115, -0.090, 0.070], [-0.065, -0.083, 0.031], [0.003, 0.033, -0.001], [0.080, -0.015, 0.041], [0.126, 0.060, -0.023], [0.059, -0.222, 0.103], [0.010, 0.103, 0.003], [0.017, -0.022, 0.096], [-0.085, 0.098, -0.327], [0.135, 0.047, -0.020], [0.000, -0.037, -0.028], [0.065, 0.126, 0.044], [0.119, 0.044, -0.041]], "lumo_ev": [-4.01, -5.15], "energy_ev": -22136.394, "de_lowest_kcal_mol": 60.0, "homo_lumo_gap_ev": [8.5480, 6.9510], "mol_weight_g_mol": 292.14, "total_charge": 1}

=====

[2]
{"formula": "C9H15IN4Zr", "method": "ωB97M-V with the def2-TZVPD basis set", "symbols": ["I", "Zr", "N", "N", "N", "N", "C", "C", "C", "C", "C", "C", "C", "C", "C", "H", "H", "H", "H", "H", "H", "H", "H", "H", "H", "H", "H", "H", "H", "H"], "xyz": [[-2.18323, -0.27781, 1.23168], [0.35999, 0.04059, 0.16531], [1.08380, -1.46447, 1.59542], [0.67761, 1.71904, 1.47187], [1.60482, 1.75713, 3.48244], [2.02240, -1.19785, 3.50938], [0.67802, 3.01560, 1.96391], [1.25282, 3.09768, 3.15826], [1.45262, -2.71148, 2.10947], [1.25877, 0.95427, 2.48298], [2.06680, -2.57983, 3.28830], [2.31871, 0.06720, -0.88946], [-1.17046, 0.81098, -2.02866], [-1.14172, -0.82832, -1.92476], [1.46248, -0.55319, 2.53857], [2.73112, -0.97001, -0.96518], [-1.28450, 0.85711, -3.04838], [-2.18987, -0.79430, -2.10149], [2.03608, 1.47586, 4.35326], [-0.55372, -1.12161, -2.77904], [2.40883, -0.75726, 4.38789], [0.24109, 3.83103, 1.42544], [1.25151, -3.65406, 1.59587], [3.05885, 0.70512, -0.33750], [2.53170, -3.26197, 3.99479], [-0.95795, -1.51758, -1.01770], [1.48400, 3.88651, 3.85502], [-0.46097, 1.57619, -1.64214], [2.15015, 0.47473, -1.90976], [-2.13158, 1.05371, -1.42950]], "atomic_forces_ev_per_a": [[-0.181, 0.008, 0.242], [-1.024, -0.285, -0.516], [0.367, 0.754, 0.683], [1.154, -1.310, 1.954], [-0.179, 1.086, -0.186], [2.236, -0.124, 4.206], [-0.604, 0.153, -1.474], [0.927, -2.021, 1.519], [-0.716, -0.621, -1.847], [-0.188, 0.074, -0.414], [0.030, 1.585, 0.650], [-0.324, -0.339, -0.026], [-1.640, -0.665, 4.848], [1.582, 1.198, 0.390], [-1.005, 0.666, -2.011], [-0.127, 0.762, -0.146], [-0.124, 0.965, -2.272], [-0.813, -1.558, -0.104], [-0.037, 0.149, -0.057], [-0.001, -0.674, -0.114], [-0.589, -0.845, -1.447], [-0.069, 0.068, -0.381], [0.023, 0.616, -0.032], [-0.519, -0.432, -0.518], [-0.261, 0.180, -0.271], [-0.218, 1.053, -1.027], [-0.182, 0.121, -0.174], [0.563, -0.493, -0.331], [0.438, -0.173, 0.365], [1.482, 0.101, -1.509]], "lumo_ev": -8.03, "energy_ev": -24901.495, "de_lowest_kcal_mol": 6.4, "homo_lumo_gap_ev": 7.5105, "mol_weight_g_mol": 397.37, "total_charge": 2}

=====

[3]
{"formula": "C9H15MnO8P2STe4", "method": "ωB97M-V with the def2-TZVPD basis set", "symbols": ["Te", "Te", "Te", "Te", "Mn", "S", "P", "P", "O", "O", "O", "O", "O", "O", "O", "O", "C", "C", "C", "C", "C", "C", "C", "C", "C", "H", "H", "H", "H", "H", "H", "H", "H", "H", "H", "H", "H", "H", "H", "H"], "xyz": [[-0.52518, -0.55044, 2.71957], [-0.22425, -2.86968, 3.89702], [-1.67244, -2.26824, 0.08430], [-1.69683, -4.39384, 1.61300], [-0.12535, 0.08312, -0.00181], [2.69617, -0.19731, 0.58619], [0.46155, 1.48064, -2.82004], [-0.97735, 2.59758, -0.62040], [0.48690, 1.33188, -4.39468], [1.76037, 2.29780, -2.47737], [0.35728, 0.17423, -2.10016], [-1.62830, 4.04198, -0.36297], [-0.78593, 3.78767, -3.07101], [3.34630, 0.06206, 1.88620], [0.46949, 2.51706, -0.19609], [-1.80148, 1.48712, -0.03862], [1.92384, -3.81667, -1.03137], [3.93296, 0.16271, -0.67151], [1.94005, -4.63368, 0.09230], [-0.99933, 2.51283, -2.47287], [2.25285, -4.10557, 1.33423], [2.54603, -1.95730, 0.33738], [-2.27136, 1.84565, -2.98891], [2.55565, -2.75805, 1.46559], [2.21577, -2.46896, -0.91305], [1.63649, -4.22011, -1.99346], [4.84507, -0.37569, -0.41968], [1.64711, 2.58016, -1.53260], [3.56010, -0.12455, -1.65236], [2.20557, -4.72314, 2.22093], [4.09829, 1.23852, -0.64148], [2.74804, -2.31828, 2.43520], [-2.40880, 0.85732, -2.55239], [1.65881, -5.67468, 0.00662], [-1.25145, 4.44465, -2.53845], [-3.13044, 2.46008, -2.71422], [1.11970, 0.68306, -4.72442], [2.13035, -1.82204, -1.77694], [-2.22753, 1.77034, -4.07532], [-2.29794, 4.00246, 0.33172]], "atomic_forces_ev_per_a": [[0.213, 0.772, 0.672], [-0.181, -0.192, -0.364], [-0.654, -0.184, -1.121], [0.463, 0.192, 0.374], [0.029, -0.997, 0.974], [-0.086, 0.034, -0.150], [-0.063, -0.033, 0.025], [0.222, -0.057, 0.197], [0.033, 0.025, -0.039], [-0.018, 0.058, -0.053], [0.052, 0.091, -0.066], [-0.073, -0.001, -0.023], [0.025, 0.013, 0.036], [0.017, 0.000, -0.008], [0.020, 0.225, -0.179], [-0.054, 0.094, -0.247], [0.010, -0.017, 0.011], [-0.022, 0.017, -0.028], [0.010, 0.007, -0.022], [-0.001, 0.032, -0.036], [0.032, 0.002, 0.007], [0.007, 0.003, -0.013], [-0.007, 0.035, -0.016], [0.023, -0.005, 0.030], [0.016, -0.031, 0.000], [-0.005, -0.001, 0.001], [-0.012, -0.015, 0.016], [0.013, -0.009, 0.033], [-0.004, 0.004, -0.005], [0.000, -0.001, -0.018], [0.016, -0.006, 0.004], [0.004, 0.013, -0.016], [0.014, -0.007, -0.006], [0.005, -0.001, -0.007], [0.002, -0.001, 0.006], [-0.006, -0.014, 0.007], [-0.017, -0.051, 0.025], [-0.010, 0.013, 0.001], [-0.011, 0.004, -0.001], [-0.006, -0.011, -0.004]], "multiplicity": 6, "lumo_ev": [1.94, 1.94], "energy_ev": -115871.531, "de_lowest_kcal_mol": 0.0, "homo_lumo_gap_ev": [4.8170, 4.8438], "mol_weight_g_mol": 910.56, "total_charge": -1}

=====

[4]
{"formula": "C9H15N2", "method": "ωB97M-V with the def2-TZVPD basis set", "symbols": ["N", "N", "C", "C", "C", "C", "C", "C", "C", "C", "C", "H", "H", "H", "H", "H", "H", "H", "H", "H", "H", "H", "H", "H", "H", "H"], "xyz": [[2.07669, -0.76147, 0.57501], [0.58115, -0.43334, -0.79697], [1.15725, 0.71869, -1.28266], [-1.26376, 1.68688, 1.10764], [-1.74680, -0.03898, -0.71211], [-0.80335, -2.46644, -0.45781], [3.03739, 0.07316, 0.14150], [2.38332, 1.06291, -0.77418], [-0.55898, -0.98470, -0.65556], [4.27097, 0.38748, 0.60296], [-2.15563, 0.60204, 0.58998], [-3.03918, 1.07618, 0.45116], [2.18984, -1.74684, 0.76421], [-1.58638, 0.71490, -1.52462], [-0.83369, -2.69549, 0.61807], [-1.74962, -2.82271, -0.94740], [-2.30134, -0.30621, 1.26901], [4.99231, -0.04560, 1.31939], [-0.21361, 1.35266, 1.36689], [0.00068, -3.16435, -0.83577], [-2.58866, -0.60361, -1.01888], [4.71069, 1.32216, 0.01033], [-1.75728, 2.32844, 1.81819], [3.02880, 1.99636, -1.03088], [0.63437, 1.12176, -2.17842], [-1.18369, 2.36002, 0.31127]], "atomic_forces_ev_per_a": [[-0.945, 0.133, 0.073], [1.908, -0.822, 0.925], [0.068, -0.111, 0.000], [1.589, -0.854, 0.496], [0.429, 0.537, -1.551], [0.690, -1.056, -0.140], [-1.995, 0.607, -0.453], [1.026, 1.087, -0.651], [-0.354, 0.744, -0.481], [2.408, 2.042, -1.832], [2.336, -2.830, 1.787], [-3.175, 0.877, -0.578], [0.532, -0.286, -0.139], [0.046, -0.421, 0.677], [-0.372, 0.190, -0.159], [0.772, 0.736, 0.618], [-0.008, 1.523, -0.246], [-1.129, -0.144, -0.356], [-1.279, 0.493, 0.173], [-0.535, 1.202, 0.154], [-0.816, -0.739, -0.522], [-0.891, -2.012, 1.754], [0.108, -0.348, 1.012], [-1.722, -1.803, 0.184], [0.717, 0.101, 0.840], [0.590, 1.154, -1.584]], "lumo_ev": [-5.96, -5.92], "energy_ev": -12544.704, "de_lowest_kcal_mol": 119.5, "homo_lumo_gap_ev": [7.0474, 7.1646], "mol_weight_g_mol": 151.23, "total_charge": 1}